Here is a cluster of 10 separate species, C44H93BN11O12 in total in a non-equilibrium geometry from the Open Molecules 2025 dataset. Energies are from ωB97M-V/def2-TZVPD.

Summary:
- electronic energy (a.u.) = -3261.79819
- HOMO energy (eV) = -10.00
- total charge = +1
- frontier orbital gap (eV) = 7.03
- E_LUMO (eV) = -3.0

Structure (XYZ):
```
161
Properties=species:S:1:pos:R:3:forces:R:3:mulliken_charge:R:1
C 6.4775 5.4722 1.4110 0.31 -0.07 -0.78 -1.00
C 6.2595 4.8408 -0.1018 -0.81 -1.65 -3.50 0.45
C 7.5317 4.3239 -1.0500 -4.32 -0.34 -1.35 -0.51
C 7.2245 3.6629 -2.5421 -2.85 1.64 3.03 -0.85
C 5.6661 3.5334 -3.1314 1.03 1.35 2.40 0.23
C 5.5262 2.8514 -4.6211 -0.72 0.14 0.30 0.29
C 4.7584 1.3952 -4.4111 0.73 0.47 0.16 -0.72
C 4.6278 3.7329 -5.6878 0.46 -0.51 -0.88 -0.90
C 4.3848 4.0511 -2.2082 4.55 0.24 1.59 0.33
O 2.9910 3.9106 -2.6818 1.75 2.38 1.05 0.00
C 2.3518 5.2223 -2.8891 0.00 1.22 -0.58 -0.68
C 0.8362 5.3213 -2.1928 2.58 -2.73 0.83 0.09
C 0.1356 3.8441 -2.3049 0.33 0.11 1.30 -0.37
O -1.2693 3.9485 -1.8662 1.39 1.02 -3.32 -0.34
C -1.9242 4.6921 -2.9933 -0.02 0.47 0.89 0.03
B -3.5607 4.5048 -2.7467 -2.11 -0.42 0.62 0.28
O -4.5468 5.5818 -2.9623 1.92 -1.71 -2.07 -0.52
N -4.0686 3.1698 -2.2335 -0.97 0.96 -0.47 0.14
C -4.8797 3.3023 -0.9635 -0.39 0.41 0.90 -0.92
C -4.8196 2.3967 -3.3070 -0.26 -1.44 -0.99 -0.77
C -1.4287 6.2528 -2.9186 -3.33 -0.12 -1.75 -0.75
N 0.0686 6.4505 -2.8424 0.45 0.99 0.97 0.06
C 4.7195 4.6884 -0.7153 2.46 -1.05 -1.53 -0.40
H 6.9926 6.5199 1.2987 -1.05 -1.95 0.18 0.27
H 7.2146 4.8114 2.0633 -1.72 1.24 -1.47 0.31
H 5.4479 5.6170 1.9621 2.10 -0.43 -1.19 0.29
H 8.6206 4.4460 -0.6322 -2.36 -0.36 -1.01 0.30
H 8.1559 3.2812 -3.1669 -2.39 0.88 1.32 0.22
H 6.6157 2.7239 -5.0877 -2.39 0.27 1.24 0.38
H 5.1486 0.5761 -5.1822 -0.96 1.88 1.66 0.33
H 5.0110 1.0590 -3.3106 -0.83 0.30 -2.35 0.10
H 3.6077 1.6045 -4.5577 2.29 -0.68 0.42 0.15
H 3.5212 3.8974 -5.3297 2.28 -0.24 -0.49 -0.03
H 5.1453 4.7405 -6.0280 -1.14 -1.98 0.98 0.28
H 4.5560 3.0708 -6.6752 0.12 1.37 2.10 0.35
H 3.0053 6.1286 -2.4688 -1.22 -2.16 -0.87 0.37
H 2.2635 5.3707 -4.0703 -0.03 -0.26 2.31 0.31
H 1.0167 5.5474 -1.0591 -0.73 -0.22 -2.17 0.10
H 0.2231 3.4142 -3.3900 -0.14 0.71 2.04 0.29
H 0.6783 3.1441 -1.5049 -1.05 1.60 -2.04 0.08
H -1.6971 4.2154 -4.0376 -0.03 0.75 1.82 0.25
H -4.8081 5.5146 -3.9424 0.27 0.37 2.10 0.33
H -4.6621 4.3650 -0.5148 -0.46 -2.09 -0.47 0.28
H -4.6092 2.4640 -0.1760 -0.35 1.76 -1.61 0.24
H -6.0469 3.2363 -1.1246 2.29 0.22 0.06 0.31
H -5.9325 2.1161 -2.9940 2.35 0.88 -0.50 0.29
H -4.8946 2.9928 -4.3128 0.10 -1.00 1.69 0.23
H -4.3002 1.3597 -3.5724 -1.05 2.35 0.52 0.08
H -1.7825 6.7675 -3.9360 0.76 -1.01 2.31 0.31
H -2.0183 6.8021 -2.0655 1.64 -1.11 -1.45 0.29
H 0.2226 7.3051 -2.2268 -0.08 -1.17 -1.18 0.46
H 0.4752 6.6806 -3.7857 -0.50 -0.46 1.02 0.52
H 3.8230 5.0367 -0.0119 2.08 -0.86 -1.72 0.07
C 2.6591 0.8168 -0.5644 -0.30 0.12 -0.18 -1.07
C 3.9295 0.0169 -0.4806 0.98 -0.56 -0.04 0.50
O 4.4505 -0.4901 -1.4722 -0.32 0.26 0.17 -0.70
N 4.5052 -0.1386 0.7449 -0.42 0.19 -0.99 -0.06
C 4.0497 0.3749 2.0148 -0.17 -0.16 0.04 -0.81
H 2.3166 0.8554 -1.6025 0.23 -0.11 0.16 0.32
H 1.8800 0.3437 0.0395 0.04 0.20 0.05 0.56
H 2.8391 1.8392 -0.2213 -0.11 -0.06 0.11 0.22
H 5.3565 -0.6881 0.7242 -0.28 0.09 0.00 0.21
H 4.8374 1.0115 2.4255 -0.34 -0.05 0.22 0.18
H 3.8855 -0.4731 2.6843 -0.11 0.60 -0.11 0.33
H 3.1277 0.9504 1.9248 0.13 -0.05 -0.25 0.38
C 6.8172 -0.8255 5.9304 -0.12 0.07 -0.04 -1.26
C 6.4658 -0.6817 4.4755 -0.41 -0.11 -0.10 0.75
O 5.3019 -0.5960 4.0885 0.94 -0.35 0.67 -0.63
N 7.4869 -0.6474 3.5735 -0.65 0.01 0.27 -0.07
C 8.9050 -0.7328 3.8295 0.06 0.04 -0.45 -0.91
H 5.9026 -0.8379 6.5302 0.23 0.07 -0.26 0.31
H 7.3508 -1.7658 6.0939 0.11 0.15 0.07 0.36
H 7.4299 0.0212 6.2514 -0.02 -0.27 0.11 0.35
H 7.1751 -0.5490 2.6143 0.18 -0.02 0.25 0.14
H 9.3745 0.1759 3.4445 0.25 -0.13 0.16 0.29
H 9.2959 -1.5980 3.2881 0.26 0.07 0.17 0.30
H 9.1311 -0.8364 4.8914 -0.17 0.04 -0.20 0.34
C 9.4944 0.5988 9.6081 0.19 0.13 -0.14 -1.30
C 8.0481 0.2065 9.4853 -0.75 0.01 -0.38 0.78
O 7.3638 0.5240 8.5144 0.40 -0.05 0.50 -0.66
N 7.4981 -0.5250 10.4951 0.18 0.37 -0.60 -0.16
C 8.1320 -0.9905 11.7056 -0.40 -0.17 0.09 -0.84
H 9.7942 1.1781 8.7301 -0.22 -0.15 0.17 0.28
H 9.6383 1.2188 10.4972 0.14 -0.17 -0.03 0.38
H 10.1201 -0.2961 9.6622 0.04 0.15 0.16 0.37
H 6.5221 -0.7521 10.3439 0.25 0.06 0.05 0.24
H 8.0624 -2.0809 11.7272 0.20 0.05 0.26 0.28
H 7.5841 -0.5771 12.5560 0.26 -0.13 0.16 0.29
H 9.1792 -0.6922 11.7686 -0.23 -0.02 -0.10 0.32
C -4.4751 -1.4160 -2.5601 0.14 0.15 0.21 -0.94
C -4.9015 -1.3870 -4.0017 -0.44 -0.23 -0.89 0.74
O -4.5334 -0.5054 -4.7757 0.09 -0.02 0.23 -0.72
N -5.7232 -2.3805 -4.4436 0.72 0.99 0.28 -0.05
C -6.2583 -3.4929 -3.6952 -0.13 -0.34 -0.45 -0.35
H -3.8228 -0.5630 -2.3522 -0.14 -0.17 -0.17 0.30
H -5.3520 -1.3472 -1.9105 0.12 -0.19 0.04 0.31
H -3.9194 -2.3348 -2.3542 -0.17 0.04 0.14 0.17
H -5.9682 -2.2959 -5.4233 0.07 -0.05 0.25 0.21
H -5.9269 -4.4163 -4.1766 -0.22 -0.01 0.31 0.16
H -7.3489 -3.4360 -3.7363 0.17 -0.14 0.29 0.08
H -5.9334 -3.4892 -2.6541 -0.10 0.14 -0.18 0.11
C 8.1106 6.5052 6.2556 -0.04 -0.15 0.23 -1.24
C 8.9146 6.5069 4.9850 0.69 -0.65 -0.48 0.83
O 9.6365 5.5641 4.6658 -0.47 0.49 0.19 -0.67
N 8.8252 7.5996 4.1755 0.04 -0.49 0.21 -0.16
C 8.0402 8.7945 4.3752 0.23 0.10 -0.37 -0.83
H 8.2818 5.5710 6.7980 0.05 0.20 -0.26 0.28
H 8.4200 7.3374 6.8937 -0.21 -0.02 -0.03 0.36
H 7.0450 6.5795 6.0225 0.06 0.14 0.15 0.33
H 9.3934 7.5301 3.3392 -0.11 0.04 0.24 0.23
H 7.3564 8.8965 3.5288 -0.14 0.26 0.17 0.25
H 8.7215 9.6488 4.3936 -0.29 0.16 0.09 0.31
H 7.4677 8.7665 5.3031 0.16 -0.08 -0.17 0.32
C -5.9175 -8.7344 -5.0633 0.15 -0.04 -0.25 -1.53
C -6.5197 -7.5747 -4.3194 -0.29 0.49 0.54 0.97
O -6.5040 -6.4301 -4.7680 0.03 -0.34 -0.03 -0.68
N -7.0965 -7.8235 -3.1100 0.16 0.19 -0.98 0.07
C -7.2134 -9.0870 -2.4217 -0.16 0.27 0.42 -0.94
H -5.4951 -8.3849 -6.0098 -0.16 0.06 0.26 0.32
H -5.1147 -9.1812 -4.4704 -0.16 -0.12 -0.04 0.34
H -6.6887 -9.4778 -5.2822 0.18 -0.07 0.09 0.40
H -7.4804 -6.9963 -2.6680 0.21 -0.24 -0.03 0.03
H -8.2753 -9.2885 -2.2605 0.08 -0.28 0.05 0.31
H -6.7129 -8.9940 -1.4546 0.01 -0.25 -0.08 0.30
H -6.7688 -9.9098 -2.9830 -0.06 0.24 0.05 0.33
C -3.2481 -5.5918 -1.8667 -0.10 0.25 0.08 -1.29
C -3.4545 -7.0801 -1.9217 -0.54 -0.73 0.16 0.68
O -4.4817 -7.6144 -1.5079 0.44 0.30 -0.16 -0.64
N -2.4571 -7.8428 -2.4516 -0.58 0.30 0.26 -0.15
C -1.1888 -7.4057 -2.9848 0.07 -0.44 -0.08 -0.86
H -4.1254 -5.1150 -1.4200 0.14 -0.27 -0.09 0.23
H -2.3760 -5.3588 -1.2497 0.00 0.09 -0.18 0.50
H -3.1165 -5.1961 -2.8774 0.13 0.05 0.11 0.39
H -2.6659 -8.8345 -2.4558 0.08 0.25 0.02 0.25
H -1.1296 -7.7287 -4.0272 0.27 0.19 0.01 0.28
H -0.3946 -7.8903 -2.4114 0.18 0.21 -0.18 0.29
H -1.0658 -6.3233 -2.9326 -0.12 -0.22 0.03 0.33
C -9.6471 -5.1565 -3.2859 0.25 0.00 -0.09 -0.66
C -9.9831 -4.1666 -2.2051 -0.27 0.43 0.51 0.82
O -9.1469 -3.3922 -1.7437 -0.05 -0.18 -0.01 -0.65
N -11.2626 -4.1443 -1.7364 0.90 0.10 -0.25 -0.13
C -12.3762 -4.9660 -2.1469 -0.23 0.21 0.31 -0.91
H -8.5926 -5.0589 -3.5593 -0.28 -0.02 0.08 -0.36
H -9.8181 -6.1745 -2.9253 -0.13 0.03 -0.20 0.44
H -10.2543 -4.9597 -4.1735 0.02 -0.23 0.06 0.40
H -11.4147 -3.4534 -1.0108 -0.07 -0.17 -0.08 0.22
H -13.1683 -4.3067 -2.5105 -0.12 -0.29 -0.07 0.30
H -12.7353 -5.5126 -1.2713 -0.17 -0.12 -0.22 0.30
H -12.1047 -5.6741 -2.9308 0.04 0.18 0.15 0.35
C -9.9042 -3.1463 4.1163 -0.15 -0.02 0.27 -1.27
C -10.2556 -3.0025 2.6614 -0.51 0.09 -0.70 0.88
O -11.4194 -2.9168 2.2744 0.45 -0.07 0.19 -0.66
N -9.2345 -2.9682 1.7594 -0.62 0.01 0.47 -0.05
C -7.8164 -3.0536 2.0154 -0.06 0.01 -0.45 -0.86
H -10.8188 -3.1587 4.7161 0.16 0.02 -0.28 0.29
H -9.3706 -4.0866 4.2798 0.09 0.18 0.08 0.34
H -9.2915 -2.2996 4.4373 0.08 -0.19 0.05 0.35
H -9.5463 -2.8698 0.8002 0.23 -0.05 0.03 0.08
H -7.3469 -2.1449 1.6304 0.26 -0.12 0.13 0.27
H -7.4255 -3.9188 1.4740 0.26 0.09 0.14 0.26
H -7.5903 -3.1572 3.0773 -0.14 0.02 -0.18 0.36
```
Positions in Å, forces in eV/Å.

=====

Here is a cluster of 3 separate species, C2H2NO2S2 in total in a non-equilibrium geometry from the Open Molecules 2025 dataset. Energies are from ωB97M-V/def2-TZVPD.

Summary:
- electronic energy (a.u.) = -1079.11589
- HOMO energy (eV) = -4.04
- total charge = -1
- frontier orbital gap (eV) = 7.10
- relative energy (zero: lowest compared OMol25 entry of this formula, charge and spin) (kJ/mol) = 7.5
- E_LUMO (eV) = 3.1

Structure (XYZ):
```
9
Properties=species:S:1:pos:R:3:forces:R:3:mulliken_charge:R:1
C -1.1132 1.1265 0.3006 0.49 -0.84 0.06 0.26
C -0.5008 -2.1160 -1.1866 0.58 -1.21 -0.55 0.62
N -0.4802 0.1604 0.0933 -0.23 0.13 -0.02 -0.72
O 0.6249 -2.3614 -1.2952 -0.26 0.79 0.37 -0.35
O 1.9278 1.2943 0.6818 -1.22 0.72 -1.22 -0.68
S -2.0609 -2.1918 -1.2356 -0.49 0.27 0.09 -0.32
S -1.9437 2.4620 0.6827 -0.59 0.73 0.07 -0.53
H 1.0917 0.7639 0.6550 0.34 0.41 -0.33 0.43
H 2.4544 0.8621 1.3041 1.37 -1.00 1.52 0.29
```
Positions in Å, forces in eV/Å.

=====

Here is the molecule C4H7Cl in a non-equilibrium geometry from the Open Molecules 2025 dataset. Energies are from ωB97M-V/def2-TZVPD.

Summary:
- electronic energy (a.u.) = -616.76805
- HOMO energy (eV) = -9.89
- structure (SMILES) = C[C@@H]1C[C@H]1Cl
- frontier orbital gap (eV) = 11.06
- relative energy (zero: lowest compared OMol25 entry of this formula, charge and spin) (kJ/mol) = 24.9
- E_LUMO (eV) = 1.2

Structure (XYZ):
```
12
Properties=species:S:1:pos:R:3:forces:R:3:mulliken_charge:R:1
C 0.0188 0.3457 2.3213 0.82 0.29 0.33 -1.23
C -0.5173 0.2996 0.8910 0.80 -0.86 0.61 0.08
C -0.9082 -1.0266 0.2865 0.51 -0.16 0.87 -0.65
C 0.3578 -0.3393 -0.1417 0.21 -0.95 0.61 -0.09
H -0.7254 0.2188 3.1188 -0.15 0.04 -0.44 0.31
H 0.5122 1.3306 2.5136 -0.26 -0.77 -0.16 0.31
H 0.7881 -0.4587 2.5166 -0.74 0.79 -0.45 0.26
H -1.0603 1.1260 0.4980 -0.36 0.66 0.10 0.42
H -1.7507 -1.0634 -0.3620 -0.39 0.02 -0.48 0.29
H -0.7855 -1.8911 0.9473 -0.05 0.21 -0.39 0.21
H 1.2759 -0.8471 0.2023 -0.45 0.64 -0.39 0.30
Cl 0.4729 0.3476 -1.7398 0.06 0.08 -0.21 -0.22
```
Positions in Å, forces in eV/Å.

=====

Here is the molecule C4H7NO from the Open Molecules 2025 dataset. Energies are from ωB97M-V/def2-TZVPD.

Summary:
- electronic energy (a.u.) = -286.56967
- HOMO energy (eV) = -9.64
- structure (SMILES) = C[C@H]1NCC1=O
- frontier orbital gap (eV) = 10.50
- relative energy (zero: lowest compared OMol25 entry of this formula, charge and spin) (kJ/mol) = 162.7
- E_LUMO (eV) = 0.9

Structure (XYZ):
```
13
Properties=species:S:1:pos:R:3:forces:R:3:mulliken_charge:R:1
C 0.8128 -0.3591 -1.4496 0.01 -0.05 -0.04 -1.27
C 0.5779 0.3076 -0.1030 0.25 -0.04 -0.09 0.28
N -0.7436 0.9898 -0.0016 -0.02 0.26 0.01 -0.53
C -1.2413 0.0369 1.0230 -0.19 -0.13 0.18 -0.40
C 0.1332 -0.6307 1.0227 0.20 -0.33 0.26 0.42
O 0.6701 -1.4777 1.6792 -0.27 0.35 -0.35 -0.56
H 1.0151 0.3917 -2.2195 -0.03 -0.09 0.12 0.33
H -0.0785 -0.9188 -1.7518 0.13 0.06 0.05 0.28
H 1.6607 -1.0497 -1.3953 -0.09 0.11 0.00 0.32
H 1.4390 0.9279 0.1810 -0.14 -0.07 -0.02 0.34
H -0.6505 1.9256 0.3782 -0.04 -0.11 -0.08 0.28
H -2.0500 -0.6013 0.6483 0.12 0.06 0.08 0.21
H -1.5450 0.4579 1.9882 0.07 -0.02 -0.13 0.29
```
Positions in Å, forces in eV/Å.